# 1
The following is a quantum chemistry calculation of a molecular structure, C25H45ClP2Pb, from the OMol25 dataset.

XYZ file:
```
74
Properties=species:S:1:pos:R:3:mulliken_charge:R:1
Pb -0.1796 0.3557 -0.0755 0.425
C -0.7463 -2.0711 0.9179 0.488
C 0.6302 -2.2189 0.5256 0.586
C 0.5427 -0.5987 2.2135 0.217
C -0.8101 -1.0618 1.9679 0.294
C 1.4276 -1.3265 1.3256 0.499
C -1.9046 -2.8064 0.3744 -1.477
H -1.7026 -3.2655 -0.5967 0.328
H -2.7959 -2.1896 0.2530 0.337
H -2.1789 -3.6147 1.0580 0.370
C -2.0294 -0.5533 2.6196 -1.227
H -2.9341 -0.7508 2.0408 0.329
H -2.0137 0.5237 2.7980 0.375
H -2.1557 -1.0142 3.6046 0.350
C 0.9190 0.4706 3.1607 -1.338
H 0.9807 0.0723 4.1783 0.375
H 0.2007 1.2904 3.2079 0.335
H 1.8859 0.9281 2.9270 0.302
C 2.8976 -1.1779 1.2654 -1.469
H 3.3609 -1.7832 2.0469 0.376
H 3.2400 -0.1558 1.4224 0.368
H 3.3213 -1.5121 0.3173 0.308
C 1.1433 -3.1240 -0.5189 -1.633
H 1.5452 -4.0332 -0.0595 0.321
H 1.9520 -2.6991 -1.1189 0.355
H 0.3746 -3.4452 -1.2278 0.371
C -2.1569 1.0016 -7.1513 -0.323
C -2.0585 -0.3495 -7.2110 -0.593
C -1.0798 -1.1724 -7.9942 -0.575
C 0.2177 -0.4651 -8.4511 -0.973
C 1.0189 0.0780 -7.2988 -0.326
C 0.9030 1.2782 -6.6824 -0.548
C -0.0439 2.3950 -7.0052 -0.378
C -1.2981 2.0298 -7.8345 -1.018
H -1.5596 -1.6093 -8.8866 0.365
H -0.0028 0.2752 -9.2241 0.343
H -0.8029 -2.0266 -7.3656 0.290
H -1.0187 1.7687 -8.8588 0.367
H -2.9781 1.4374 -6.5889 0.465
H -2.8190 -0.9419 -6.7108 0.584
H -1.9018 2.9407 -7.8947 0.426
H -0.3734 2.8269 -6.0525 0.126
H 1.6215 1.5257 -5.9068 0.615
H 0.4818 3.2079 -7.5331 0.414
H 0.8386 -1.2364 -8.9180 0.405
H 1.8059 -0.5981 -6.9749 0.389
P -1.2604 0.0743 -2.3380 0.424
P 1.7332 1.5286 -1.2493 0.661
C -0.2787 1.2978 -3.2941 -0.214
C 0.6114 2.3024 -2.4773 -0.881
H -1.0501 1.8571 -3.8456 0.509
H 0.3552 0.6895 -3.9608 0.004
H 1.3275 2.8088 -3.1408 0.704
H -0.0202 3.0302 -1.9342 0.134
C 2.3826 2.7547 -0.1130 -1.076
H 3.0352 2.2420 0.6148 0.355
H 1.5677 3.3002 0.4019 0.294
H 2.9664 3.4181 -0.8066 0.498
C 2.9897 0.5489 -2.0640 -1.140
H 3.4042 1.2595 -2.8224 0.480
H 2.5475 -0.3523 -2.5419 0.262
H 3.7384 0.2519 -1.2986 0.410
C -2.9395 0.6632 -2.0513 -1.162
H -3.4496 -0.0116 -1.3450 0.362
H -3.3867 0.6035 -3.0713 0.528
H -2.9436 1.7000 -1.6384 0.295
C -1.2323 -1.5195 -3.1569 -0.931
H -0.2076 -1.9407 -3.1261 0.330
H -1.5523 -1.2593 -4.1986 0.249
H -1.9483 -2.1884 -2.6362 0.419
Cl -1.5850 3.4238 -0.1578 -0.057
C -1.5332 1.9477 0.7606 -1.036
H -1.0632 2.0736 1.7417 0.379
H -2.4947 1.4065 0.7263 0.577
```

The calculation puts the total energy at -2314.63174 hartree. The molecular weight is 650.2 g mol⁻¹. The charge is +2. For the largest force on an atom, the calculation gives 0.0510 Eh/bohr. The value obtained for the LUMO energy is -7.4 eV.


# 2
The following is a quantum chemistry calculation of 6 unconnected molecules or ions with the total composition C25H45FN6O4S, from the OMol25 dataset.

XYZ file:
```
82
Properties=species:S:1:pos:R:3:mulliken_charge:R:1
C 3.3892 0.2502 -0.9463 -0.861
C 2.6700 -0.6541 -1.9067 0.535
O 1.4852 -0.8312 -1.9228 -0.555
O 3.4459 -1.2899 -2.8422 -0.195
C 4.6289 -1.9486 -2.3676 -0.572
C 4.9577 -3.0655 -3.3412 -0.801
C 5.0396 -2.6083 -4.7939 -0.584
N 6.0958 -1.5834 -4.9455 -0.296
S 6.4957 -1.1466 -6.4741 1.111
O 7.7338 -0.4605 -6.4520 -0.544
O 5.3869 -0.6464 -7.2084 -0.546
F 6.7683 -2.5896 -7.0177 -0.242
H 2.6905 0.9987 -0.5803 0.309
H 3.7390 -0.3394 -0.0932 0.290
H 4.2491 0.7311 -1.4074 0.306
H 5.4537 -1.2295 -2.2953 0.374
H 4.4555 -2.3548 -1.3679 0.424
H 5.9209 -3.4904 -3.0470 0.331
H 4.1856 -3.8338 -3.2721 0.360
H 4.0702 -2.2295 -5.1281 0.350
H 5.3028 -3.4565 -5.4221 0.462
H 5.7993 -0.7060 -4.5128 0.317
C 6.3085 2.7078 -6.6976 -1.000
C 6.2024 4.1550 -6.2401 -0.480
C 6.6023 4.3036 -4.7654 -0.517
C 5.7838 3.4621 -3.8920 0.321
N 5.1646 2.7667 -3.2227 -0.434
H 5.6100 2.0961 -6.1232 0.214
H 6.0584 2.5834 -7.7499 0.377
H 7.3101 2.3047 -6.5390 0.319
H 5.1811 4.5149 -6.3771 0.301
H 6.8516 4.8025 -6.8312 0.316
H 6.5165 5.3378 -4.4296 0.313
H 7.6408 3.9956 -4.6264 0.273
C -3.6522 0.0532 0.6175 -0.989
C -2.5443 0.2881 -0.3994 -0.599
C -1.2324 -0.3980 -0.0006 -0.040
C -0.7336 0.0969 1.2831 0.264
N -0.3431 0.4845 2.2907 -0.510
H -3.3826 0.4599 1.5945 0.069
H -4.5798 0.5323 0.3039 0.377
H -3.8590 -1.0093 0.7473 0.451
H -2.3612 1.3588 -0.5177 0.233
H -2.8431 -0.0921 -1.3775 0.373
H -0.4535 -0.2381 -0.7471 0.064
H -1.3803 -1.4762 0.0895 0.329
C -3.0901 -0.1632 5.4047 -1.193
C -4.3669 0.6566 5.2707 0.045
C -5.6093 -0.2210 5.0660 -0.457
C -5.5132 -1.0222 3.8449 0.299
N -5.4144 -1.6690 2.9018 -0.527
H -2.8857 -0.7348 4.4971 0.278
H -2.2333 0.4867 5.5781 0.396
H -3.1559 -0.8632 6.2418 0.290
H -4.2747 1.3551 4.4397 -0.113
H -4.5225 1.2623 6.1632 0.366
H -6.5133 0.3862 4.9985 0.343
H -5.7339 -0.9054 5.9082 0.299
C -4.0888 -6.4366 3.7629 -1.281
C -4.4581 -5.0292 4.2120 -0.294
C -3.5119 -4.4735 5.2813 0.086
C -3.5105 -5.2845 6.5000 0.234
N -3.5076 -5.9224 7.4536 -0.446
H -4.1530 -7.1466 4.5890 0.347
H -4.7626 -6.7773 2.9771 0.355
H -3.0708 -6.4692 3.3687 0.322
H -5.4791 -5.0202 4.5986 0.306
H -4.4382 -4.3434 3.3640 0.228
H -3.7980 -3.4563 5.5546 -0.182
H -2.4888 -4.4336 4.9015 0.307
C -4.3539 3.6332 1.0936 -0.877
C -4.6387 5.0674 1.5164 -0.569
C -3.8098 5.4995 2.7317 -0.533
C -4.0798 4.6658 3.9035 0.331
N -4.2792 3.9942 4.8121 -0.431
H -4.6153 2.9286 1.8844 0.179
H -4.9333 3.3689 0.2090 0.383
H -3.2968 3.4939 0.8574 0.266
H -5.6991 5.1849 1.7473 0.317
H -4.4139 5.7513 0.6963 0.333
H -4.0195 6.5363 2.9984 0.318
H -2.7431 5.4248 2.5103 0.278
```

The calculation puts the total energy at -2107.11527 hartree. Its structure (SMILES) is CC(=O)OCCCNS(=O)(=O)F.CCCC#N.CCCC#N.CCCC#N.CCCC#N.CCCC#N. The molecular weight is 544.7 g mol⁻¹. The charge is 0. For the largest force on an atom, the calculation gives 0.0082 Eh/bohr. The value obtained for the LUMO energy is 0.5 eV.


# 3
The following is a quantum chemistry calculation of 8 unconnected molecules or ions with the total composition C25H45N7O8P2, from the OMol25 dataset.

XYZ file:
```
87
Properties=species:S:1:pos:R:3:mulliken_charge:R:1
C 3.8746 3.0886 2.6019 -0.707
O 4.5377 1.8531 2.4219 -0.421
C 3.6578 0.7479 2.4066 -0.764
C 3.2728 0.3001 0.9772 0.032
C 1.7618 -0.0730 0.8735 -0.562
C 1.5008 -1.5986 0.8928 -0.326
C 0.3040 -1.8818 1.8203 0.285
C -0.4724 -3.1674 1.4442 -1.247
C -1.8494 -2.7888 0.8586 -0.990
C -2.9425 -2.6646 1.9480 -0.835
C -3.4901 -1.2346 2.0680 -0.223
O -4.6681 -1.1581 1.2471 -0.332
C -4.8564 0.0250 0.6424 0.636
O -5.2156 0.0317 -0.4698 -0.486
P -4.6039 1.6686 1.5403 0.249
O -6.1134 2.3419 1.6551 -0.432
O -3.7579 2.6678 0.5117 -0.414
P -4.0469 -0.8010 3.8146 0.791
O -5.4133 -0.3203 3.7780 -0.617
O -3.0323 0.3261 4.3951 -0.487
O -4.0185 -2.1002 4.7771 -0.568
H 3.5764 3.4809 1.6252 0.254
H 4.5874 3.7644 3.0707 0.252
H 3.0085 3.0214 3.2658 0.317
H 2.7754 0.9380 3.0253 0.421
H 4.1812 -0.0864 2.8807 0.246
H 3.4790 1.1352 0.2877 0.339
H 3.9194 -0.5281 0.7037 0.083
H 1.2745 0.4141 0.0376 -0.127
H 1.2797 0.3431 1.7628 0.421
H 1.2997 -1.9888 -0.1036 0.440
H 2.4070 -2.0804 1.2600 0.129
H 0.7116 -2.0200 2.8380 -0.296
H -0.3838 -1.0366 1.8130 0.052
H -0.6948 -3.7177 2.3629 0.508
H 0.0772 -3.8394 0.7893 0.453
H -2.1685 -3.5313 0.1302 0.474
H -1.7675 -1.8385 0.3262 0.568
H -3.7608 -3.3171 1.6580 0.374
H -2.5575 -2.9670 2.9207 0.436
H -2.7353 -0.5372 1.6994 0.656
H -5.9798 3.2027 2.0633 0.320
H -3.4715 3.4151 1.0448 0.324
H -2.1314 -0.0230 4.2964 0.345
H -3.1242 -2.3156 5.0787 0.350
C -0.2943 2.9522 -1.9162 -0.834
C 1.0249 2.7144 -1.3287 0.457
N 2.0460 2.5300 -0.8681 -0.384
H -0.6343 3.9564 -1.6722 0.324
H -0.2380 2.8491 -2.9977 0.193
H -1.0082 2.2282 -1.5271 0.243
C -7.3132 2.1804 -1.7399 -0.503
C -8.2802 2.6812 -2.7187 0.160
N -9.0243 3.0698 -3.4838 -0.431
H -7.1691 1.1107 -1.8734 0.276
H -6.3590 2.6860 -1.8740 0.249
H -7.6747 2.3669 -0.7305 0.267
C 6.5539 -0.1640 -2.0408 -0.658
C 5.5404 -1.1461 -1.6556 0.417
N 4.7526 -1.9076 -1.3565 -0.422
H 6.1065 0.8276 -2.0867 0.282
H 7.3671 -0.1604 -1.3080 0.094
H 6.9589 -0.4182 -3.0192 0.337
C -7.6245 3.6390 -6.5186 -0.455
C -6.3395 4.0393 -7.0976 0.278
N -5.3421 4.3495 -7.5427 -0.364
H -8.3696 4.4096 -6.7029 0.262
H -7.9579 2.7065 -6.9688 0.261
H -7.5209 3.4978 -5.4467 -0.003
C 3.1360 -4.1914 4.0412 -0.841
C 2.5098 -3.0010 4.6177 0.437
N 2.0343 -2.0826 5.0775 -0.438
H 2.3943 -4.9798 3.9284 0.275
H 3.5534 -3.9513 3.0648 0.253
H 3.9327 -4.5405 4.6949 0.352
C 1.0199 0.3255 -5.0127 -0.782
C 0.3002 -0.3896 -3.9570 0.371
N -0.2573 -0.9401 -3.1356 -0.363
H 0.9888 1.3963 -4.8220 0.230
H 2.0571 -0.0017 -5.0364 0.256
H 0.5583 0.1215 -5.9766 0.307
C 10.2799 -2.6158 -1.6168 -0.788
C 9.7106 -1.3865 -1.0640 0.385
N 9.2658 -0.4340 -0.6352 -0.445
H 9.5036 -3.3732 -1.7054 0.266
H 10.6999 -2.4172 -2.6006 0.270
H 11.0656 -2.9845 -0.9609 0.290
```

The calculation puts the total energy at -2647.48792 hartree. Its structure (SMILES) is COCCCCCCCC[C@@H](OC(=O)P(O)O)P(=O)(O)O.CC#N.CC#N.CC#N.CC#N.CC#N.CC#N.CC#N. The molecular weight is 633.6 g mol⁻¹. The charge is 0. For the largest force on an atom, the calculation gives 0.0734 Eh/bohr. The value obtained for the LUMO energy is 0.1 eV.


Number 1: frontier orbital gap 5.8 eV. Number 2: frontier orbital gap 11.3 eV. Number 3: frontier orbital gap 8.5 eV.